A cluster of 2 separate species, C2H10N4 in total, computed with ωB97M-V/def2-TZVPD.

Positions of all 16 atoms, in Å:
H -0.344 2.534 2.525
N 0.339 2.273 1.848
C 1.531 2.631 1.586
N 2.071 2.532 0.257
H 2.077 3.320 2.261
H 3.095 2.333 0.131
H 1.533 1.652 -0.136
N -0.707 -2.160 0.260
C -0.805 -2.336 -1.335
N -1.776 -1.455 -1.882
H -0.403 -1.270 0.347
H -1.634 -2.231 0.578
H 0.117 -2.247 -1.726
H -1.037 -3.445 -1.375
H -2.692 -1.590 -1.402
H -1.365 -0.542 -1.939

Properties
Total charge   0
Energy above the lowest of the compared OMol25 structures with the same formula, charge and spin   50.5 kcal per mole
HOMO level   -8.70 eV
Electronic energy   -8194.6437 eV

A cluster of 2 separate species, C4H12 in total, computed with ωB97M-V/def2-TZVPD.

Positions of all 16 atoms, in Å:
C 1.790 -1.678 0.189
C 1.913 -0.290 -0.436
H 2.313 -1.700 1.142
H 0.753 -1.953 0.338
H 2.127 -2.471 -0.485
H 2.684 0.405 -0.089
H 0.973 0.236 -0.357
H 2.168 -0.262 -1.499
C -1.340 1.200 0.678
C -2.332 0.670 -0.337
H -1.813 1.697 1.516
H -0.572 0.463 0.889
H -0.740 1.981 0.180
H -1.930 0.471 -1.326
H -3.131 1.395 -0.536
H -2.862 -0.163 0.131

Properties
Total charge   0
Energy above the lowest of the compared OMol25 structures with the same formula, charge and spin   10.4 kcal per mole
HOMO level   -11.57 eV
Electronic energy   -4342.0773 eV

A cluster of 14 separate species, H30NO13 in total, computed with ωB97M-V/def2-TZVPD.

Positions of all 44 atoms, in Å:
N 47.736 56.294 38.140
H 48.639 56.728 37.978
H 46.915 57.133 38.339
H 47.635 55.715 38.933
H 47.731 55.841 37.143
O 49.070 54.347 36.461
H 48.299 53.704 36.677
H 49.240 54.113 35.625
O 49.452 54.540 40.483
H 50.316 54.682 40.215
H 49.566 53.690 40.971
O 45.962 54.134 40.805
H 45.779 54.236 39.972
H 46.652 53.403 40.799
O 46.134 58.625 37.674
H 45.689 58.465 38.556
H 45.772 59.159 37.098
O 46.084 56.783 35.079
H 45.936 55.800 35.447
H 45.854 56.798 34.140
O 45.059 55.160 38.030
H 44.130 55.213 38.100
H 45.203 54.819 37.176
O 47.075 52.979 38.172
H 46.434 52.245 38.107
H 47.953 52.526 37.974
O 51.091 56.215 37.141
H 51.555 55.821 38.000
H 50.707 55.487 36.737
O 45.709 54.301 35.655
H 44.747 54.429 35.424
H 45.831 53.497 35.044
O 47.010 57.044 41.330
H 47.469 56.457 41.729
H 46.218 57.432 42.016
O 51.301 58.890 38.375
H 50.847 58.629 39.226
H 50.868 58.546 37.616
O 48.226 57.929 35.908
H 47.701 58.210 36.523
H 47.894 57.120 35.512
O 49.732 57.546 40.233
H 50.086 56.918 40.888
H 48.764 57.695 40.549

Properties
Total charge   +1
Energy above the lowest of the compared OMol25 structures with the same formula, charge and spin   191.7 kcal per mole
HOMO level   -12.08 eV
Electronic energy   -28585.0104 eV